C21H41F3NO15 | ωB97M-V/def2-TZVPD

Output
Total charge: +1
LUMO: -1.7810 eV
Kohn-Sham gap: 10.54 eV
Highest occupied orbital energy: -12.3 eV
Energy relative to the best compared isomer or geometry (same formula, charge and spin): 143.5 kJ/mol

CARTESIAN COORDINATES (ANGSTROEM)
N: 27.24 6.81 55.46
H: 27.45 7.70 55.40
H: 27.00 6.56 56.61
H: 27.93 6.04 55.05
H: 26.37 6.73 55.04
C: 25.22 7.51 59.13
C: 24.39 8.61 59.57
O: 23.76 9.17 58.41
C: 24.28 8.39 57.34
O: 24.08 8.74 56.20
O: 25.10 7.55 57.81
F: 25.09 9.62 60.20
H: 24.78 6.50 59.55
H: 26.34 7.71 59.44
H: 23.50 8.46 60.21
C: 27.34 11.52 60.34
C: 26.80 12.44 59.12
O: 27.33 11.75 57.94
C: 27.70 10.56 58.22
O: 27.93 9.71 57.45
O: 27.77 10.42 59.56
F: 27.04 13.76 59.12
H: 26.51 11.20 61.02
H: 28.16 11.95 60.92
H: 25.68 12.31 59.12
C: 30.37 8.48 53.10
C: 31.87 8.48 53.16
O: 32.12 7.46 54.03
C: 31.03 6.86 54.43
O: 31.04 5.73 55.06
O: 30.01 7.43 54.02
F: 32.30 9.65 53.78
H: 29.89 8.24 52.12
H: 29.90 9.44 53.36
H: 32.34 8.30 52.23
C: 28.39 3.17 53.94
O: 27.92 4.53 53.63
C: 28.49 4.89 52.35
C: 27.63 6.03 51.68
O: 27.40 6.89 52.48
C: 26.69 8.12 52.01
C: 26.36 9.10 53.14
O: 27.57 9.63 53.80
C: 27.20 10.77 54.62
H: 27.63 2.64 53.68
H: 28.18 3.09 54.90
H: 29.34 2.72 53.84
H: 28.50 3.97 51.63
H: 29.44 5.01 52.57
H: 26.88 5.61 51.19
H: 28.37 6.37 50.98
H: 25.61 7.78 51.72
H: 27.22 8.79 51.24
H: 25.56 8.91 53.80
H: 25.83 9.97 52.73
H: 27.10 11.50 53.73
H: 28.09 11.20 55.10
H: 26.57 10.71 55.60
C: 29.60 6.46 58.25
O: 28.31 5.80 58.34
C: 28.29 4.37 57.89
C: 26.86 3.76 57.70
O: 26.19 4.49 56.93
C: 24.80 4.24 56.88
C: 24.37 3.88 55.41
O: 24.75 5.15 54.72
C: 24.26 4.98 53.42
H: 29.66 6.81 57.25
H: 30.51 5.50 58.40
H: 29.71 7.46 58.85
H: 28.76 3.76 58.67
H: 28.81 4.31 56.79
H: 26.34 3.86 58.68
H: 27.25 2.77 57.41
H: 24.32 5.05 57.28
H: 24.67 3.35 57.52
H: 23.35 3.93 55.47
H: 24.86 2.93 54.84
H: 23.19 4.76 53.33
H: 24.78 4.04 52.76
H: 24.49 5.91 52.97

C5H8O2 | ωB97M-V/def2-TZVPD

Output
LUMO (alpha / beta): 0.0202 / 0.0155 eV
Kohn-Sham gap (alpha / beta): 8.39 / 8.55 eV
Highest occupied orbital energy (alpha / beta): -8.4 / -8.5 eV
Energy relative to the best compared isomer or geometry (same formula, charge and spin): 687.6 kJ/mol

CARTESIAN COORDINATES (ANGSTROEM)
O: 2.05 -1.12 0.39
C: 1.02 -0.18 0.42
C: 1.23 1.00 -0.38
C: -1.20 0.93 -0.31
C: -1.59 -0.24 0.61
C: -0.61 -0.87 -0.33
O: -0.99 0.00 -1.34
H: 2.11 -1.33 -0.54
H: 1.00 0.12 1.49
H: 1.21 1.95 0.07
H: 2.14 0.90 -1.03
H: -1.99 1.62 -0.54
H: -1.26 -0.16 1.62
H: -2.61 -0.68 0.43
H: -0.54 -1.91 -0.59

C25H45NP2Pt | ωB97M-V/def2-TZVPD

Output
Total charge: +2
Spin multiplicity: 5
LUMO (alpha / beta): -4.4792 / -9.4057 eV
Kohn-Sham gap (alpha / beta): 6.51 / 4.63 eV
Highest occupied orbital energy (alpha / beta): -11.0 / -14.0 eV
Expectation value of S²: 6.01

CARTESIAN COORDINATES (ANGSTROEM)
Pt: 0.66 -1.21 -1.64
C: -2.56 1.81 -0.33
C: -3.22 0.94 -1.23
C: -2.40 -0.33 0.50
C: -2.07 1.03 0.76
C: -3.12 -0.39 -0.73
C: -2.52 3.28 -0.42
H: -2.42 3.61 -1.46
H: -1.69 3.69 0.16
H: -3.45 3.73 -0.02
C: -1.44 1.52 1.99
H: -1.28 2.61 1.95
H: -0.45 1.04 2.14
H: -2.06 1.29 2.87
C: -2.15 -1.45 1.43
H: -2.87 -1.45 2.25
H: -1.15 -1.37 1.87
H: -2.23 -2.42 0.92
C: -3.76 -1.58 -1.32
H: -4.85 -1.41 -1.42
H: -3.62 -2.46 -0.68
H: -3.38 -1.81 -2.32
C: -4.02 1.36 -2.40
H: -4.99 1.77 -2.06
H: -4.24 0.51 -3.06
H: -3.52 2.15 -2.97
C: 1.92 0.23 -2.49
C: 0.64 0.83 -2.21
C: -0.31 1.17 -3.32
C: -0.92 -0.08 -4.01
C: -0.60 -1.39 -3.33
C: 0.67 -2.04 -3.58
C: 1.70 -1.39 -4.48
C: 2.36 -0.11 -3.90
H: 0.18 1.80 -4.07
H: -0.62 -0.10 -5.07
H: -1.11 1.78 -2.89
H: 2.20 0.75 -4.56
H: 2.73 0.51 -1.80
H: 0.60 1.51 -1.35
H: 3.44 -0.27 -3.87
H: 2.49 -2.12 -4.68
H: 0.66 -3.14 -3.60
H: 1.24 -1.16 -5.46
H: -2.02 0.04 -4.01
H: -1.46 -2.05 -3.16
P: 2.21 2.89 0.78
C: 2.20 3.57 2.50
H: 3.21 3.92 2.75
H: 1.89 2.77 3.18
H: 1.49 4.40 2.55
C: 3.83 2.02 0.84
H: 4.59 2.69 1.28
H: 4.14 1.73 -0.17
H: 3.71 1.12 1.45
C: 2.76 4.44 -0.05
H: 3.02 4.22 -1.09
H: 3.63 4.85 0.49
H: 1.93 5.15 -0.02
P: 1.02 -3.43 -0.73
C: -0.22 -4.69 -1.18
H: 0.21 -5.41 -1.89
H: -1.09 -4.21 -1.64
H: -0.54 -5.23 -0.28
C: 2.60 -3.99 -1.46
H: 2.54 -3.94 -2.56
H: 2.84 -5.01 -1.15
H: 3.40 -3.31 -1.14
C: 1.24 -3.58 1.07
H: 1.83 -4.48 1.30
H: 0.25 -3.65 1.54
H: 1.75 -2.68 1.44
N: 1.28 -0.09 1.20
C: 1.05 -0.55 0.15

C23H26NO3Pm | ωB97M-V/def2-TZVPD

Output
Spin multiplicity: 5
LUMO (alpha / beta): -0.1484 / -0.1425 eV
Kohn-Sham gap (alpha / beta): 8.23 / 8.30 eV
Highest occupied orbital energy (alpha / beta): -8.4 / -8.4 eV
Expectation value of S²: 6.01

CARTESIAN COORDINATES (ANGSTROEM)
C: 2.17 0.14 2.79
C: 2.20 -0.61 1.59
C: 1.94 0.26 0.51
H: 2.42 -1.67 1.51
C: 1.72 1.57 1.03
C: 1.88 1.50 2.45
H: 1.53 2.47 0.45
C: -1.37 -2.12 3.16
C: -0.10 -2.47 2.60
C: -0.23 -2.46 1.18
H: 0.79 -2.76 3.16
C: -1.58 -2.14 0.84
C: -2.28 -1.90 2.08
H: 1.97 0.00 -0.55
H: 1.81 2.34 3.14
H: 2.38 -0.24 3.80
H: -3.31 -1.58 2.18
H: 0.57 -2.63 0.45
H: -1.60 -2.08 4.22
Pm: -0.32 0.15 1.90
C: -2.00 -1.62 -0.54
C: -3.52 -1.57 -0.66
C: -1.30 -2.27 -1.71
H: -3.94 -2.57 -0.49
H: -3.79 -1.25 -1.68
H: -3.99 -0.88 0.05
H: -1.49 -3.35 -1.74
H: -0.22 -2.09 -1.69
H: -1.69 -1.80 -2.62
C: -1.45 -0.16 -0.45
C: -1.98 1.17 -1.05
H: -0.33 -0.19 -0.54
H: -1.88 0.02 0.57
O: -2.62 1.86 -0.21
N: -1.51 1.55 -2.31
C: -0.32 2.47 -2.21
H: -2.27 2.00 -2.84
C: 0.97 1.83 -2.65
C: 2.16 2.54 -2.45
H: 2.10 3.54 -2.00
C: 3.38 1.99 -2.84
H: 4.30 2.56 -2.66
C: 3.42 0.74 -3.46
H: 4.37 0.32 -3.77
C: 2.23 0.04 -3.69
H: 2.25 -0.93 -4.19
C: 1.00 0.58 -3.29
H: 0.05 0.07 -3.49
H: -0.21 2.82 -1.16
H: -0.51 3.37 -2.83
O: -0.57 1.67 5.99
C: -0.44 0.86 5.07
O: -0.78 1.06 3.81
H: -0.01 -0.16 5.23